Entry 1:
# C5H11NO

One molecule with the formula C5H11NO (the ωB97M-V functional and the def2-TZVPD basis, OMol25).

Results
- Highest occupied orbital energy: -7.23 eV
- ΔE to the lowest compared entry with this formula, charge and spin: 413.3 kJ/mol
- Kohn-Sham gap: 7.91 eV
- Charge: 0
- Energy: -8897.414 eV

```
18
C5H11NO, DFT the ωB97M-V functional and the def2-TZVPD basis
C 2.283 -0.391 -1.245
C 1.427 -0.857 -0.089
C 1.136 0.228 0.876
N 0.106 -0.085 -0.143
C -1.156 -0.753 0.186
C -2.296 0.246 0.311
O -2.108 1.158 1.371
H 2.044 -0.932 -2.168
H 3.334 -0.599 -1.017
H 2.217 0.700 -1.471
H 0.011 0.647 -0.851
H 1.518 1.253 0.758
H 0.833 -0.001 1.899
H -1.361 -1.494 -0.595
H -1.000 -1.286 1.127
H -2.439 0.768 -0.651
H -3.224 -0.291 0.525
H -1.326 1.690 1.176
```


Entry 2:
# C3H4NO

A 2-piece molecular cluster, C3H4NO overall in a non-equilibrium geometry (the ωB97M-V functional and the def2-TZVPD basis, OMol25).

Results
- Highest occupied orbital energy: -13.13 eV
- ΔE to the lowest compared entry with this formula, charge and spin: 178.0 kJ/mol
- Kohn-Sham gap: 8.17 eV
- Charge: +1
- Energy: -6702.825 eV

```
9
C3H4NO, DFT the ωB97M-V functional and the def2-TZVPD basis
C -0.476 -1.233 -2.082
C -0.026 1.365 1.825
C -0.450 -0.787 -0.836
N 1.023 1.124 2.138
O -0.343 -0.419 0.275
H 0.561 -1.311 -2.640
H -1.297 -1.561 -2.676
H -1.020 1.776 1.753
H 2.028 1.045 2.244
```


Entry 3:
# C8H12

One molecule with the formula C8H12 in a non-equilibrium geometry (the ωB97M-V functional and the def2-TZVPD basis, OMol25).

Results
- Highest occupied orbital energy: -8.81 eV
- ΔE to the lowest compared entry with this formula, charge and spin: 93.8 kJ/mol
- Kohn-Sham gap: 9.83 eV
- Charge: 0
- Energy: -8488.610 eV

```
20
C8H12, DFT the ωB97M-V functional and the def2-TZVPD basis
C 0.657 0.999 -2.248
C 0.236 -0.258 -1.527
C 0.267 -1.432 -2.149
C 0.715 0.080 0.843
C -0.195 -0.121 -0.114
C -1.673 0.043 0.087
C -0.195 0.023 3.168
C 0.481 0.623 2.194
H 1.426 0.795 -2.986
H -0.228 1.455 -2.696
H 1.002 1.754 -1.539
H -0.212 -2.312 -1.728
H 0.626 -1.561 -3.164
H 1.747 0.011 0.507
H -2.314 -0.668 -0.429
H -1.983 1.050 -0.230
H -1.938 0.061 1.143
H -0.664 -0.944 3.044
H -0.180 0.481 4.151
H 0.995 1.557 2.396
```